ORCA calculation (wB97M-V/def2-TZVPD) on the ion C4H11N2OS with charge +1 at a distorted geometry.

Positions of all 19 atoms, in Å:
1 C -1.035 0.579 1.295
2 C 0.158 0.034 0.532
3 S 1.693 0.194 1.626
4 C 0.148 -1.403 0.049
5 N -0.805 -1.585 -1.073
6 C 0.349 0.934 -0.694
7 N 1.043 2.029 -0.575
8 O -0.229 0.786 -1.787
9 H -1.269 -0.046 2.122
10 H -0.934 1.666 1.457
11 H -1.990 0.658 0.683
12 H 2.495 -0.728 1.026
13 H -0.270 -2.090 0.890
14 H 1.237 -1.650 -0.194
15 H -1.793 -1.595 -0.713
16 H -0.683 -2.541 -1.457
17 H 1.591 2.316 0.228
18 H 1.062 2.565 -1.482
19 H -0.768 -0.123 -1.931

LUMO: -0.116 Ha
structure (SMILES): C[C@@](S)(CN)C(=[NH2+])O
multiplicity: 1
net charge: +1
energy above the lowest of the compared OMol25 structures with the same formula, charge and spin: 87.2 kJ/mol
orbital gap: 10.583 eV
HOMO level: -13.74 eV
F_max: 3.39 eV Å⁻¹